ORCA calculation (ωB97M-V/def2-TZVPD) on a 6-piece molecular cluster, C14H40N2O5 overall in a non-equilibrium geometry.

Last column: Löwdin charge in e.
Geometry (Å):
O  0.665  2.020  2.366  -0.12
O  0.123  -1.217  -1.092  -0.02
O  -2.070  -0.885  3.105  -0.46
O  -2.696  2.320  -0.077  -0.11
O  -3.982  -2.804  2.144  -0.10
N  -0.999  0.311  1.088  0.27
N  1.273  -0.615  -0.628  -0.13
C  1.863  0.280  -1.655  -0.44
C  3.997  0.334  -0.133  -0.20
C  2.829  -2.624  -0.497  -0.02
C  3.262  -0.493  0.879  -0.12
C  2.159  -1.448  0.220  -0.47
C  1.351  -1.985  1.392  -0.03
C  -5.439  -3.777  0.403  -0.07
C  0.861  1.377  -2.019  -0.05
C  -3.373  2.838  -1.151  -0.30
C  3.004  1.123  -0.954  -0.14
C  -4.318  -2.738  0.790  -0.33
C  -2.317  3.688  -1.921  -0.07
C  2.412  -0.376  -2.990  -0.01
C  1.751  2.896  2.250  -0.15
H  3.609  -2.336  -1.202  0.07
H  0.082  2.345  3.057  0.11
H  -1.894  -1.783  3.447  -0.08
H  -0.237  0.774  1.562  0.06
H  1.372  2.125  -2.624  0.09
H  -2.721  4.410  -2.630  0.07
H  2.653  0.316  -3.798  0.08
H  1.650  3.791  2.864  0.09
H  4.662  1.010  0.406  0.11
H  2.744  2.461  2.367  0.08
H  3.196  -3.431  0.138  0.09
H  1.995  -2.525  2.085  0.10
H  -3.410  -2.888  0.206  0.09
H  0.336  -2.022  -1.569  0.10
H  3.981  -1.045  1.485  0.12
H  -6.468  -3.430  0.494  0.06
H  -5.344  -4.705  0.967  0.06
H  -4.169  3.495  -0.801  0.11
H  4.607  -0.268  -0.807  0.11
H  0.560  -2.674  1.093  0.09
H  -1.632  0.858  0.523  0.09
H  1.694  3.382  1.277  0.07
H  2.644  1.894  -0.272  0.09
H  -0.536  -0.361  0.493  0.06
H  -1.632  4.217  -1.257  0.07
H  1.638  -0.987  -3.455  0.07
H  -4.563  -1.694  0.593  0.10
H  -1.507  -0.211  1.788  -0.01
H  0.918  -1.079  1.815  0.07
H  -5.343  -4.128  -0.624  0.05
H  -3.247  -2.211  2.319  0.00
H  2.849  0.130  1.672  0.10
H  3.259  -1.058  -2.912  0.06
H  3.538  1.708  -1.703  0.12
H  2.054  -3.070  -1.120  0.08
H  0.342  1.887  -1.207  0.07
H  -3.708  1.967  -1.714  0.12
H  -2.665  2.975  0.624  0.11
H  -1.714  2.965  -2.469  0.05
H  0.054  0.972  -2.631  0.08

## Properties
- HOMO: -7.3 eV
- Net charge: 0
- E_LUMO: 0.2 eV
- ΔE to the lowest compared entry with this formula, charge and spin: 2.2501 eV
- Max |F|: 0.0648 hartree/bohr